Entry from the OMol25 dataset: an isolated ion of composition C26H35N4O4 and charge +1 in a non-equilibrium geometry (ωB97M-V/def2-TZVPD).

The geometry in XYZ format:
```
69
Properties=species:S:1:pos:R:3:forces:R:3
C -4.0912 2.1392 -0.7774 -0.50 0.01 0.02
C -2.9553 3.0437 -1.2430 0.40 0.41 -0.01
C -1.5596 2.4499 -1.0757 0.21 -1.05 -0.34
C -0.4066 3.4356 -1.2187 0.71 0.48 -0.04
O 0.7410 2.7067 -1.6885 0.08 0.36 0.16
N -1.3227 1.3772 -2.1653 0.39 3.31 -0.38
C -1.6147 0.0171 -1.8432 -1.00 -2.56 0.75
C -0.5414 -0.5449 -0.9681 0.12 0.06 -0.02
C -0.4166 -0.3489 0.3642 0.60 -0.50 -0.16
N 0.6018 -0.8966 1.0980 -0.53 0.26 -0.02
C 0.9123 -0.4107 2.4419 -0.34 -0.50 0.20
C 1.5096 0.9978 2.4627 0.18 0.16 -0.15
C 1.7329 1.5200 3.8641 -0.02 0.20 0.04
C 2.9850 2.0156 4.2441 -0.33 -0.28 0.20
C 3.2100 2.3932 5.5693 -0.25 0.05 -0.03
C 2.1696 2.3215 6.5052 0.00 -0.11 -0.30
C 0.9015 1.8783 6.1084 0.10 0.07 -0.22
C 0.6773 1.5007 4.7812 0.42 0.07 0.26
C 1.8738 -1.4844 2.9609 0.52 -0.31 0.87
O 2.4226 -1.5150 4.0595 -0.78 0.18 -1.47
N 2.0015 -2.4313 1.9795 -0.02 0.48 0.41
C 2.9005 -3.5529 2.1361 0.11 -0.32 -0.16
C 1.3571 -2.1053 0.7109 0.23 -0.16 -0.24
C 2.4338 -1.8375 -0.3571 0.14 0.08 0.13
C 0.4443 -3.2526 0.2462 -0.06 0.11 0.29
C -1.7925 -0.7079 -3.1933 -0.17 0.29 -0.08
C -2.8577 -0.2993 -4.0197 0.16 -0.53 -0.34
C -3.0096 -0.8416 -5.3063 0.04 0.38 0.47
C -2.1353 -1.8231 -5.7666 0.58 -0.52 0.32
C -1.1181 -2.2767 -4.9136 -1.37 1.82 1.12
N -0.3430 -3.4324 -5.2062 2.43 -3.11 -1.18
O -0.5410 -4.0435 -6.2815 0.14 1.56 2.24
O 0.5158 -3.8018 -4.3633 -1.85 0.90 -1.65
C -0.9056 -1.6711 -3.6559 -0.12 -0.45 -0.47
H -4.9463 2.7521 -0.4617 0.21 -0.24 -0.12
H -4.4538 1.4878 -1.5846 0.12 0.06 0.26
H -3.8084 1.5116 0.0773 -0.04 0.17 -0.15
H -3.0935 3.3204 -2.3023 0.03 0.04 0.27
H -2.9700 3.9970 -0.6933 0.02 -0.27 -0.05
H -1.4748 1.8975 -0.1322 0.02 0.31 -0.26
H -0.6548 4.2306 -1.9373 -0.05 -0.12 0.18
H -0.1626 3.8876 -0.2453 -0.35 -0.05 -0.26
H 1.5197 3.2848 -1.7603 -0.47 -0.22 0.07
H -1.8501 1.7032 -2.9810 0.09 -0.23 -0.03
H -0.3180 1.4597 -2.4001 -0.08 0.00 -0.02
H -2.5694 0.0293 -1.2899 0.20 -0.15 -0.41
H 0.2446 -1.0953 -1.4778 -0.33 0.36 0.23
H -1.1291 0.2566 0.9438 0.31 -0.30 -0.15
H -0.0003 -0.4470 3.0684 0.37 0.04 -0.18
H 2.4617 0.9822 1.9080 -0.27 0.06 0.11
H 0.8236 1.6677 1.9183 0.12 -0.15 0.03
H 3.7767 2.0709 3.4927 -0.13 -0.07 0.34
H 4.2024 2.7339 5.8686 -0.33 -0.04 -0.04
H 2.3465 2.6152 7.5403 -0.05 -0.12 -0.29
H 0.0843 1.8142 6.8291 0.27 0.10 -0.18
H -0.3119 1.1692 4.4530 0.28 0.07 0.26
H 3.3314 -3.5185 3.1404 -0.17 0.08 -0.21
H 2.3664 -4.5007 2.0032 0.09 0.15 0.08
H 3.7115 -3.5113 1.3999 -0.07 0.00 0.19
H 3.0870 -1.0142 -0.0358 -0.13 -0.23 -0.11
H 3.0333 -2.7486 -0.4904 -0.12 0.33 -0.03
H 2.0005 -1.5851 -1.3291 0.18 -0.09 0.18
H -0.2387 -3.5261 1.0612 0.13 0.01 -0.23
H -0.1445 -2.9510 -0.6260 0.15 -0.24 0.23
H 1.0540 -4.1224 -0.0292 -0.17 0.22 0.08
H -3.5910 0.4268 -3.6436 0.25 -0.27 -0.22
H -3.8285 -0.5012 -5.9409 0.26 -0.13 0.17
H -2.2257 -2.2712 -6.7521 -0.12 0.05 0.21
H -0.0515 -2.0248 -3.0802 -0.43 0.04 -0.15
```
Forces are in eV/Å.

Properties
charge = +1
LUMO = -3.7 eV
HOMO energy = -0.398 hartree
Kohn-Sham gap = 7.1 eV
relative energy (zero: lowest compared OMol25 entry of this formula, charge and spin) = 125.0 kcal per mole

***

Entry from the OMol25 dataset: one molecule with the formula C26H35NO4S (ωB97M-V/def2-TZVPD).

The geometry in XYZ format:
```
67
Properties=species:S:1:pos:R:3:forces:R:3
C 4.5178 4.0149 -2.1128 0.19 0.03 0.05
C 5.5884 3.0640 -1.5740 -0.18 0.11 -0.10
C 4.9656 1.8486 -0.9528 0.08 -0.09 0.00
C 4.4434 0.8392 -1.7560 0.08 0.08 0.00
C 3.8398 -0.2738 -1.2038 0.01 -0.12 0.25
C 3.7626 -0.4111 0.1816 0.42 0.45 -0.03
C 3.1527 -1.5895 0.8371 -0.15 -0.25 -0.10
O 3.5268 -2.0077 1.9062 -0.05 -0.03 -0.11
C 2.0399 -2.3033 0.0672 -0.06 -0.25 0.44
O 1.2212 -1.4240 -0.6948 0.09 -0.15 -0.25
C 0.6524 -0.4541 0.0285 0.15 0.66 -0.14
O 1.0038 -0.1455 1.1391 -0.07 -0.13 -0.03
C -0.2547 0.4271 -0.8524 0.06 0.17 0.08
C -0.1330 1.8806 -0.3828 0.16 -0.28 -0.09
C 1.2525 2.4358 -0.6806 -0.02 0.35 0.41
S 1.6457 3.8951 0.3315 -0.01 -0.04 -0.09
C 1.7668 3.1214 1.9735 -0.16 0.26 -0.33
N -1.6271 -0.0253 -0.7514 0.14 0.34 -0.26
C -1.9611 -1.1032 -0.0185 -0.55 -0.16 -0.06
O -1.1000 -1.7666 0.5300 -0.19 -0.45 0.24
C -3.4487 -1.4242 0.0656 0.32 -0.06 0.11
C -3.6332 -2.6863 0.9142 -0.04 0.01 0.00
C -5.1165 -3.0273 1.0252 -0.04 -0.18 0.11
C -5.8587 -1.8668 1.6856 0.03 -0.01 -0.04
C -5.6831 -0.6087 0.8377 -0.15 0.24 0.11
C -6.2522 -0.8499 -0.5601 0.05 -0.02 0.02
C -5.5123 -2.0150 -1.2165 -0.11 -0.02 -0.27
C -5.6883 -3.2740 -0.3699 0.02 0.04 0.03
C -4.0257 -1.6745 -1.3341 -0.14 -0.03 0.02
C -4.1976 -0.2612 0.7311 -0.16 -0.05 0.01
C 4.2976 0.5913 0.9902 -0.14 -0.20 -0.10
C 4.8769 1.7115 0.4280 -0.01 -0.03 -0.04
H 4.9820 4.8955 -2.5499 0.00 0.11 -0.10
H 3.8534 4.3324 -1.3128 -0.05 0.02 0.03
H 3.9217 3.5231 -2.8784 -0.09 -0.03 -0.10
H 6.1933 3.5877 -0.8321 0.07 -0.05 -0.03
H 6.2427 2.7585 -2.3944 0.07 0.01 0.07
H 4.5164 0.9268 -2.8309 0.02 0.01 -0.13
H 3.4500 -1.0448 -1.8511 -0.07 -0.06 -0.06
H 2.4732 -3.0083 -0.6462 -0.04 0.07 0.05
H 1.4148 -2.8412 0.7875 0.16 0.05 -0.08
H 0.0882 0.3195 -1.8909 0.01 0.02 0.17
H -0.8933 2.4984 -0.8653 -0.04 -0.01 0.02
H -0.3105 1.8909 0.6946 -0.07 0.00 -0.07
H 2.0245 1.6954 -0.4779 0.06 -0.05 -0.10
H 1.3380 2.7625 -1.7163 0.07 -0.05 -0.06
H 1.8888 2.0503 1.8500 0.03 -0.10 0.09
H 0.8685 3.3390 2.5443 0.00 -0.11 0.12
H 2.6312 3.5451 2.4741 0.07 -0.03 0.09
H -2.3315 0.5428 -1.1939 -0.01 -0.12 0.11
H -3.2046 -2.5211 1.9040 0.05 -0.03 0.01
H -3.0864 -3.5126 0.4562 0.05 -0.02 0.03
H -5.2341 -3.9301 1.6335 0.02 0.05 -0.03
H -6.9202 -2.1062 1.7782 -0.06 0.00 0.05
H -5.4643 -1.6965 2.6895 -0.02 0.00 0.08
H -6.2123 0.2276 1.3081 0.04 -0.05 -0.03
H -6.1459 0.0518 -1.1686 -0.03 0.05 -0.04
H -7.3172 -1.0805 -0.4910 -0.07 0.02 -0.02
H -5.9193 -2.1875 -2.2193 0.04 0.01 0.06
H -5.1725 -4.1138 -0.8404 -0.01 -0.07 -0.03
H -6.7481 -3.5281 -0.3001 -0.05 -0.05 -0.02
H -3.4897 -2.5003 -1.8073 0.07 0.00 -0.06
H -3.9063 -0.7920 -1.9678 0.03 0.03 -0.05
H -3.7828 -0.0828 1.7256 0.06 0.06 0.03
H -4.0818 0.6579 0.1507 0.02 0.06 0.00
H 4.2352 0.4736 2.0615 0.00 -0.01 0.11
H 5.2743 2.4877 1.0658 0.05 0.10 0.06
```
Forces are in eV/Å.

Properties
charge = 0
LUMO = 0.4 eV
HOMO energy = -0.306 hartree
Kohn-Sham gap = 8.8 eV
relative energy (zero: lowest compared OMol25 entry of this formula, charge and spin) = 7.0 kcal per mole

***

Entry from the OMol25 dataset: C26H36B2HgO34 as an isolated structure in a non-equilibrium geometry (ωB97M-V/def2-TZVPD).

The geometry in XYZ format:
```
99
Properties=species:S:1:pos:R:3:forces:R:3
Hg -20.3853 -16.5649 5.6302 0.35 0.37 0.47
O -18.0045 -17.3769 13.9482 -0.12 -0.22 -4.75
C -17.9575 -17.5077 12.6895 2.23 -0.16 5.61
O -18.9063 -17.7197 11.8659 -1.40 -0.56 -1.05
B -18.3668 -18.0474 10.5008 -0.53 1.15 2.29
O -16.9450 -17.6252 10.6434 -1.61 -1.24 -4.60
C -16.6212 -17.5976 11.8595 3.46 0.97 4.87
O -15.4601 -17.5725 12.2923 -2.92 -0.11 -0.97
O -19.1924 -17.2264 9.5898 0.69 -0.64 -0.20
C -19.8026 -18.0182 8.7716 0.42 -0.16 -1.33
O -20.3977 -17.6449 7.7776 -0.10 -0.83 0.40
C -19.4275 -19.5196 9.1327 -0.44 -3.21 -1.96
O -18.6398 -19.4776 10.1959 -0.04 0.86 -0.98
O -19.6965 -20.5582 8.4686 0.61 4.00 2.33
O -17.3300 -8.5514 7.1692 -2.65 -2.07 -0.14
C -18.2331 -9.3907 7.1961 2.70 1.86 -0.08
O -18.1066 -10.5860 7.7962 -1.16 -0.18 -0.46
B -19.3803 -11.3266 7.6454 0.51 1.14 0.76
O -20.2995 -10.3424 6.9915 -1.15 -1.23 -0.27
C -19.6780 -9.2875 6.5898 0.28 5.94 -1.76
O -20.0837 -8.2278 5.9638 1.37 -5.60 2.74
O -19.2342 -12.5538 6.8473 -0.51 -0.82 0.08
C -19.6925 -13.5643 7.5513 0.38 -4.05 -2.72
O -19.8272 -14.7527 7.1174 0.53 3.70 1.49
C -20.0090 -13.1312 8.9512 -1.76 -2.23 3.15
O -19.9259 -11.8167 8.9544 0.19 -0.05 0.07
O -20.3655 -13.9310 9.8560 1.26 3.23 -3.07
C -16.8064 -14.3366 1.7030 -0.98 -0.58 -0.18
O -17.7311 -14.7319 2.7655 -0.63 -1.83 0.04
C -18.6077 -15.7831 2.6069 -1.30 1.50 1.46
O -19.3166 -16.1821 3.5581 2.39 0.94 -3.53
O -18.7356 -16.1503 1.3088 0.67 1.41 1.49
C -19.8002 -16.9830 0.9566 -0.71 -2.33 -0.10
H -16.2007 -15.1936 1.4082 0.11 0.15 0.11
H -16.2033 -13.5076 2.0734 -0.21 -0.26 0.19
H -17.4060 -14.0256 0.8476 0.18 0.12 -0.03
H -20.5474 -17.1655 1.7288 0.16 0.61 0.28
H -19.3573 -17.9679 0.8088 -0.11 -0.10 -0.29
H -20.3030 -16.7090 0.0291 0.41 0.59 0.09
C -19.1683 -20.5234 1.8430 1.82 -1.09 -0.10
O -19.8075 -19.7073 2.7691 -1.47 1.82 0.75
C -19.4552 -19.5896 4.0482 -0.79 0.96 1.98
O -19.9671 -18.7130 4.7923 1.73 -3.25 -2.21
O -18.6050 -20.5599 4.3956 -0.86 -0.04 -1.97
C -18.0652 -20.6614 5.6763 0.23 1.54 2.38
H -19.5691 -20.4258 0.8341 -0.61 0.14 0.43
H -19.1680 -21.5558 2.1928 -0.13 -0.06 -0.30
H -18.1271 -20.2084 1.7735 0.20 -0.12 -0.03
H -18.0543 -21.6353 6.1657 -0.32 -0.37 -0.98
H -18.6855 -20.0399 6.3221 0.25 0.05 0.21
H -17.0547 -20.2529 5.6773 -0.08 -0.09 -0.11
C -16.3294 -14.7689 5.8250 -0.95 1.64 -0.38
O -15.9103 -16.0214 6.2910 -0.64 -2.53 -0.10
C -16.7999 -17.0774 6.1963 1.52 0.88 2.01
O -17.9078 -17.0570 5.7312 0.44 0.22 -0.30
O -16.3518 -18.1857 6.8184 -2.12 0.46 -1.17
C -15.2052 -18.3000 7.5886 2.27 0.02 0.49
H -16.6363 -14.1288 6.6522 -0.18 -0.27 0.24
H -17.1578 -14.8320 5.1195 0.04 -0.18 0.12
H -15.5324 -14.1969 5.3499 0.40 -0.64 -0.07
H -15.0374 -19.3425 7.8588 -0.50 -0.15 -0.33
H -15.2103 -17.7831 8.5483 -0.36 0.48 -0.27
H -14.3521 -18.0132 6.9738 0.19 0.25 0.30
C -23.2764 -14.6610 8.3742 0.71 0.65 -0.60
O -24.2755 -15.5718 7.8746 1.45 -1.34 -0.52
C -23.6878 -16.4417 7.0057 0.06 0.80 -1.06
O -22.4847 -16.3894 6.6387 -4.60 -0.51 1.67
O -24.6383 -17.2643 6.4776 2.50 -0.32 -0.49
C -26.0354 -17.0394 6.6154 -0.20 1.27 0.83
H -22.4040 -15.1673 8.7873 -0.37 -0.16 0.41
H -23.7196 -13.9310 9.0515 -0.13 -0.38 -0.13
H -22.8877 -14.2048 7.4638 0.12 0.67 0.26
H -26.2740 -16.0720 6.1736 -0.08 0.05 -0.06
H -26.2654 -16.9646 7.6782 -0.31 -0.27 -0.11
H -26.6266 -17.7972 6.1012 0.62 -0.23 0.14
C -23.4349 -15.3876 2.3045 0.35 0.39 0.61
O -23.6272 -16.7943 2.4298 0.11 -1.41 -0.73
C -23.0378 -17.5806 3.3498 -0.18 -0.09 1.97
O -22.1906 -17.2469 4.1758 -1.33 -0.42 -2.28
O -23.6730 -18.7928 3.3648 0.61 1.52 -0.53
C -23.1006 -19.9044 4.0910 0.49 -0.11 -0.55
H -23.9319 -14.9572 1.4350 -0.88 -0.86 0.11
H -22.4230 -15.0651 2.0592 0.50 -0.48 0.85
H -23.8418 -14.9802 3.2300 0.39 0.54 -0.24
H -23.8913 -20.6476 4.1936 -0.11 0.43 0.30
H -22.6095 -19.6371 5.0266 -0.39 0.24 0.00
H -22.3578 -20.3735 3.4458 0.17 0.12 -0.03
C -23.5818 -12.8160 4.7730 0.22 0.28 1.88
O -22.4652 -12.6309 3.9313 0.21 0.41 -1.46
C -21.4138 -13.4091 3.9868 0.80 -3.15 0.51
O -21.2912 -14.4213 4.7429 -0.41 3.90 -2.50
O -20.5006 -13.1055 3.0059 -0.77 -0.86 1.93
C -20.7482 -12.1184 2.0252 0.28 0.44 -1.70
H -23.6397 -13.8470 5.1222 -0.06 0.05 -0.07
H -24.5259 -12.4536 4.3663 0.43 -0.18 -0.72
H -23.3514 -12.1525 5.6066 -0.37 -0.25 0.44
H -21.3596 -12.4710 1.1945 -1.04 -0.28 0.56
H -19.8458 -12.0198 1.4219 0.65 0.19 0.81
H -21.0632 -11.1256 2.3463 -0.04 -0.36 0.44
```
Forces are in eV/Å.

Properties
charge = 0
LUMO = -0.6 eV
HOMO energy = -0.323 hartree
Kohn-Sham gap = 8.2 eV
relative energy (zero: lowest compared OMol25 entry of this formula, charge and spin) = 13.9 kcal per mole